[1]
The following is a DFT calculation (ωB97M-V with the def2-TZVPD basis set) of a gas-phase ion, C27H53F3N3O2 (charge +1) in a non-equilibrium geometry.

* multiplicity: 1
* HOMO level: -11.7 eV
* total charge: +1
* SMILES: CCCCCCCCCCCCCN1C[C@@H](CCCCCCCOC)N/C1=[NH+]/C[C@@H](O)C(F)(F)F
* HOMO-LUMO gap: 0.30819 Eh
* energy: -45569.60405 eV
* LUMO level: -3.27 eV

Bonds (Å) are listed after each position.
Atoms and positions in Å:
1 O 1.859 -2.418 4.360  H63 0.956, C80 1.413
2 C -3.122 3.577 0.495  C14 1.549, H32 1.085, C49 1.536, H87 1.084
3 C 1.807 0.714 -3.686  C50 1.542, H55 1.089, C56 1.533, H64 1.089
4 C 4.514 2.658 -4.241  H28 1.086, H41 1.086, C48 1.537, C69 1.520
5 H -3.875 -2.550 0.932  C44 1.086
6 N 0.513 -3.277 0.546  C26 1.395, C39 1.499, C81 1.487
7 H 4.668 1.339 -2.527  C69 1.098
8 C -4.632 0.215 0.019  C27 1.536, C60 1.529, H84 1.087, H86 1.089
9 H -4.804 -2.315 -0.573  C44 1.086
10 H 1.927 -3.064 -1.074  C81 1.080
11 H 1.987 2.859 -3.481  C50 1.086
12 H 3.532 1.304 -5.580  C48 1.089
13 C 7.105 0.620 -2.636  H16 1.082, H42 1.093, H59 1.093, O79 1.408
14 C -3.017 2.221 -0.246  C2 1.549, H54 1.086, C60 1.539, H68 1.088
15 H -2.989 -0.514 -1.149  C27 1.088
16 H 8.181 0.669 -2.738  C13 1.082
17 H -3.314 3.491 5.265  C33 1.085
18 H -4.412 1.454 -1.686  C60 1.090
19 C 1.763 -4.847 4.380  F23 1.367, F47 1.370, F62 1.357, C80 1.533
20 H -3.758 4.336 2.991  C25 1.090
21 H -2.167 2.493 4.357  C33 1.087
22 H -2.181 -5.009 -0.148  C37 1.085
23 F 1.119 -5.894 3.780  C19 1.367
24 H -5.184 2.269 -0.366  C60 1.086
25 C -2.736 4.636 2.762  H20 1.090, C40 1.530, C49 1.533, H83 1.087
26 C -0.046 -2.199 1.234  N6 1.395, N43 1.361, N73 1.296
27 C -3.446 -0.740 -0.187  C8 1.536, H15 1.088, H38 1.087, C44 1.532
28 H 4.174 3.407 -3.532  C4 1.086
29 H -0.323 -0.293 0.954  N43 1.019
30 H -0.044 -4.893 -0.618  C39 1.085
31 H 2.202 1.033 -1.572  C56 1.087
32 H -4.136 3.725 0.852  C2 1.085
33 C -2.286 3.411 4.927  H17 1.085, H21 1.087, C40 1.533, H70 1.086
34 H 0.574 1.442 -2.141  C56 1.090
35 H 1.173 2.289 -4.962  C50 1.085
36 C 0.828 -0.660 -1.815  C56 1.537, H72 1.083, C76 1.543, H77 1.088
37 C -1.891 -3.971 -0.016  H22 1.085, C39 1.540, H66 1.089, C71 1.544
38 H -2.741 -0.545 0.616  C27 1.087
39 C -0.418 -3.888 -0.459  N6 1.499, H30 1.085, C37 1.540, H78 1.086
40 C -1.931 4.628 4.064  C25 1.530, C33 1.533, H65 1.085, H67 1.089
41 H 5.270 3.063 -4.907  C4 1.086
42 H 6.760 -0.353 -2.993  C13 1.093
43 N -0.220 -1.140 0.397  C26 1.361, H29 1.019, C76 1.549
44 C -3.830 -2.221 -0.101  H5 1.086, H9 1.086, C27 1.532, C71 1.552
45 H -1.204 3.997 1.439  C49 1.090
46 H -0.645 -1.384 2.924  N73 1.009
47 F 3.107 -5.090 4.278  C19 1.370
48 C 3.300 2.248 -5.089  C4 1.537, H12 1.089, C50 1.536, H61 1.087
49 C -2.198 3.648 1.720  C2 1.536, C25 1.533, H45 1.090, H53 1.089
50 C 2.001 2.124 -4.280  C3 1.542, H11 1.086, H35 1.085, C48 1.536
51 H -0.358 -4.291 2.765  C88 1.081
52 H 1.708 -0.368 0.208  C76 1.083
53 H -2.098 2.671 2.190  C49 1.089
54 H -2.407 1.572 0.376  C14 1.086
55 H 2.709 0.109 -3.767  C3 1.089
56 C 1.384 0.716 -2.213  C3 1.533, H31 1.087, H34 1.090, C36 1.537
57 H -2.315 -2.524 -1.601  C71 1.087
58 H 2.493 -2.549 0.455  C81 1.093
59 H 6.825 0.709 -1.584  C13 1.093
60 C -4.373 1.587 -0.605  C8 1.529, C14 1.539, H18 1.090, H24 1.086
61 H 3.141 2.971 -5.884  C48 1.087
62 F 1.421 -4.801 5.693  C19 1.357
63 H 2.742 -2.187 4.076  O1 0.956
64 H 1.045 0.172 -4.243  C3 1.089
65 H -2.131 5.517 4.651  C40 1.085
66 H -2.025 -3.761 1.044  C37 1.089
67 H -0.873 4.562 3.815  C40 1.089
68 H -2.457 2.380 -1.165  C14 1.088
69 C 5.138 1.481 -3.509  C4 1.520, H7 1.098, O79 1.405, H82 1.097
70 H -1.622 3.347 5.784  C33 1.086
71 C -2.856 -3.139 -0.887  C37 1.544, C44 1.552, H57 1.087, H74 1.085
72 H -0.246 -0.687 -1.946  C36 1.083
73 N -0.279 -2.227 2.508  C26 1.296, H46 1.009, C88 1.471
74 H -3.460 -3.827 -1.469  C71 1.085
75 H 2.024 -3.611 2.712  C80 1.087
76 C 1.130 -1.084 -0.362  C36 1.543, N43 1.549, H52 1.083, C81 1.563
77 H 1.282 -1.400 -2.471  C36 1.088
78 H -0.352 -3.382 -1.418  C39 1.086
79 O 6.524 1.667 -3.377  C13 1.408, C69 1.405
80 C 1.441 -3.551 3.627  O1 1.413, C19 1.533, H75 1.087, C88 1.514
81 C 1.600 -2.562 -0.174  N6 1.487, H10 1.080, H58 1.093, C76 1.563
82 H 4.956 0.563 -4.081  C69 1.097
83 H -2.739 5.633 2.331  C25 1.087
84 H -5.503 -0.224 -0.460  C8 1.087
85 H -0.591 -3.354 4.257  C88 1.083
86 H -4.820 0.315 1.087  C8 1.089
87 H -2.834 4.373 -0.183  C2 1.084
88 C -0.038 -3.425 3.328  H51 1.081, N73 1.471, C80 1.514, H85 1.083

Löwdin population analysis, charges in e, atoms 1 to 4: 0.0354, -0.1871, -0.2088, -0.1555

=====

[2]
The following is a DFT calculation (ωB97M-V with the def2-TZVPD basis set) of 6 unconnected molecules or ions with the total composition C27H54BFN4O19PS in a non-equilibrium geometry.

* multiplicity: 1
* HOMO level: -11.2 eV
* total charge: +1
* HOMO-LUMO gap: 0.30783 Eh
* energy: -97244.36114 eV
* LUMO level: -2.81 eV

Bonds (Å) are listed after each position.
Atoms and positions in Å:
1 H -6.313 4.430 3.115  C29 1.154
2 H 6.736 -0.449 2.408  C59 1.090
3 H -3.975 6.176 2.697  C70 1.139
4 C -4.871 3.833 1.423  C29 1.610, H30 1.154, N90 1.492, H104 1.147
5 H 1.498 2.148 1.855  P54 1.430
6 O -2.110 4.077 -6.054  C76 1.208
7 O 3.261 5.239 2.699  C27 1.344, C37 1.427
8 O 5.796 -5.701 1.775  C36 1.343, C46 1.427
9 C -4.112 -9.090 -5.372  H39 1.092, H61 1.092, H95 1.090, O101 1.427
10 O -0.536 -3.342 -2.832  C47 1.414, C107 1.420
11 H 1.690 6.483 3.257  C37 1.092
12 H -2.448 1.768 3.536  C35 1.146
13 H -3.513 -1.807 2.634  C106 1.156
14 C -3.408 3.705 -8.344  H42 1.092, O65 1.427, H82 1.092, H91 1.090
15 H 0.488 4.280 -5.486  C84 1.092
16 H 1.430 -2.951 0.216  C71 1.091
17 H -3.827 -0.932 1.013  C106 1.140
18 H 8.791 -5.982 4.181  C25 1.092
19 H -4.910 3.309 3.606  C29 1.142
20 O 4.716 4.194 3.935  C27 1.344, C57 1.427
21 H -2.824 -5.658 -2.177  C55 1.093
22 C -3.194 -7.789 -3.676  O41 1.208, O73 1.343, O101 1.343
23 H 8.635 -7.745 4.130  C25 1.090
24 H -2.308 -6.630 -0.789  C55 1.090
25 C 8.078 -6.808 4.165  H18 1.092, H23 1.090, H72 1.092, O86 1.427
26 O 3.969 6.228 4.619  C27 1.205
27 C 3.981 5.315 3.832  O7 1.344, O20 1.344, O26 1.205
28 O -0.901 0.079 1.593  C52 1.433, C77 1.452
29 C -5.191 4.206 2.956  H1 1.154, C4 1.610, H19 1.142, C70 1.612
30 H -4.086 4.588 1.042  C4 1.154
31 H 4.421 -4.739 0.608  C46 1.091
32 H -2.539 -3.506 1.242  C66 1.150
33 H -1.035 -2.502 1.548  C66 1.151
34 C 4.004 -1.075 0.794  O38 1.342, O50 1.345, O51 1.207
35 C -2.963 1.224 2.669  H12 1.146, H49 1.153, N74 1.508, C77 1.601
36 C 6.511 -5.633 2.910  O8 1.343, O43 1.207, O86 1.343
37 C 2.426 6.371 2.458  O7 1.427, H11 1.092, H88 1.090, H94 1.092
38 O 5.002 -1.245 1.675  C34 1.342, C59 1.428
39 H -3.156 -9.226 -5.883  C9 1.092
40 H -1.377 1.818 -2.632  C58 1.145
41 O -2.732 -7.005 -4.470  C22 1.208
42 H -4.135 4.288 -7.775  C14 1.092
43 O 6.486 -4.730 3.710  C36 1.207
44 H 5.531 0.754 1.920  C59 1.092
45 H 5.537 -3.661 1.461  C46 1.091
46 C 4.948 -4.576 1.549  O8 1.427, H31 1.091, H45 1.091, H67 1.092
47 C -0.911 -3.514 -1.480  O10 1.414, S83 1.841, N103 1.425
48 H -2.720 3.105 1.850  N74 1.050
49 H -4.025 0.900 2.983  C35 1.153
50 O 3.159 -2.115 0.916  C34 1.345, C71 1.426
51 O 3.883 -0.151 0.027  C34 1.207
52 C -0.858 1.303 0.851  O28 1.433, P54 1.892, C85 1.605, F108 1.453
53 H -5.153 6.124 4.121  C70 1.156
54 P 0.127 2.555 1.872  H5 1.430, C52 1.892, H56 1.454, O98 1.536
55 C -2.336 -6.590 -1.878  H21 1.093, H24 1.090, O73 1.427, H99 1.087
56 H -0.326 2.397 3.245  P54 1.454
57 C 5.537 4.138 5.101  O20 1.427, H64 1.092, H80 1.090, H100 1.092
58 C -2.343 2.399 -2.430  H40 1.145, H62 1.139, H63 1.141, B105 1.639
59 C 5.982 -0.207 1.659  H2 1.090, O38 1.428, H44 1.092, H97 1.092
60 H -2.803 0.868 -0.137  C85 1.159
61 H -4.668 -8.257 -5.808  C9 1.092
62 H -2.422 3.311 -3.108  C58 1.139
63 H -3.214 1.667 -2.516  C58 1.141
64 H 4.925 4.162 6.005  C57 1.092
65 O -2.126 4.331 -8.313  C14 1.427, C76 1.342
66 C -2.083 -2.463 1.074  H32 1.150, H33 1.151, S83 1.865, C106 1.617
67 H 4.208 -4.484 2.347  C46 1.092
68 O -0.403 5.048 -7.201  C76 1.343, C84 1.426
69 H -0.301 5.885 -5.300  C84 1.092
70 C -4.400 5.498 3.508  H3 1.139, C29 1.612, H53 1.156, H78 1.154
71 C 2.041 -2.066 0.031  H16 1.091, O50 1.426, H75 1.092, H81 1.093
72 H 7.463 -6.805 5.067  C25 1.092
73 O -3.081 -7.717 -2.340  C22 1.343, C55 1.427
74 N -3.105 2.187 1.517  C35 1.508, H48 1.050, C85 1.503, N90 1.404
75 H 2.371 -2.087 -1.010  C71 1.092
76 C -1.599 4.447 -7.085  O6 1.208, O65 1.342, O68 1.343
77 C -2.121 -0.101 2.359  O28 1.452, C35 1.601, H92 1.157, C106 1.633
78 H -3.564 5.231 4.258  C70 1.154
79 N 0.306 -5.346 -1.884  N103 1.379, C107 1.438
80 H 6.083 3.194 5.078  C57 1.090
81 H 1.434 -1.179 0.227  C71 1.093
82 H -3.347 2.683 -7.961  C14 1.092
83 S -1.978 -2.193 -0.768  C47 1.841, C66 1.865
84 C 0.279 5.240 -5.964  H15 1.092, O68 1.426, H69 1.092, H93 1.090
85 C -2.287 1.802 0.316  C52 1.605, H60 1.159, N74 1.503, B105 1.633
86 O 7.259 -6.745 2.998  C25 1.427, C36 1.343
87 O -2.145 4.338 -0.683  H89 0.990, B105 1.439
88 H 1.894 6.201 1.522  C37 1.090
89 H -1.662 4.665 -1.483  O87 0.990
90 N -4.469 2.405 1.268  C4 1.492, N74 1.404, H96 1.028
91 H -3.734 3.665 -9.383  C14 1.090
92 H -1.792 -0.515 3.388  C77 1.157
93 H 1.228 5.731 -6.180  C84 1.090
94 H 3.027 7.277 2.355  C37 1.092
95 H -4.701 -10.000 -5.494  C9 1.090
96 H -4.793 1.984 0.388  N90 1.028
97 H 6.469 -0.152 0.683  C59 1.092
98 O -0.066 4.027 1.480  P54 1.536
99 H -1.315 -6.628 -2.250  C55 1.087
100 H 6.261 4.955 5.102  C57 1.092
101 O -3.911 -8.885 -3.974  C9 1.427, C22 1.343
102 H 0.685 -4.701 -4.081  C107 1.136
103 N -0.413 -4.714 -0.893  C47 1.425, N79 1.379
104 H -5.823 4.045 0.819  C4 1.147
105 B -2.237 2.915 -0.877  C58 1.639, C85 1.633, O87 1.439
106 C -3.014 -1.308 1.718  H13 1.156, H17 1.140, C66 1.617, C77 1.633
107 C 0.215 -4.525 -3.062  O10 1.420, N79 1.438, H102 1.136
108 F -0.062 1.030 -0.333  C52 1.453

Löwdin population analysis, charges in e, atoms 1 to 4: 0.1184, 0.0990, 0.0773, -0.1627

=====

[3]
The following is a DFT calculation (ωB97M-V with the def2-TZVPD basis set) of 4 unconnected molecules or ions with the total composition C27H54BrN3O8 in a non-equilibrium geometry.

* multiplicity: 1
* HOMO level: -8.4 eV
* SMILES: C[C@H](Br)CC1=CC(=O)C=CC1=O.COCCNCCOC.COCCNCCOC.COCCNCCOC
* HOMO-LUMO gap: 0.28754 Eh
* energy: -119761.46816 eV
* LUMO level: -0.60 eV

Bonds (Å) are listed after each position.
Atoms and positions in Å:
1 H -3.925 -6.008 -1.704  C41 1.095
2 H 7.482 6.956 6.600  C49 1.102
3 H 3.873 7.499 6.633  C93 1.093
4 O 0.315 -1.458 2.407  C61 1.431, C89 1.414
5 C -3.679 -7.118 -4.159  C30 1.519, H44 1.097, N71 1.460, H80 1.094
6 H 5.730 6.379 3.722  C47 1.104
7 Br 7.424 4.151 4.028  C52 1.966
8 O -1.248 0.009 -1.100  C87 1.418, C90 1.421
9 H -2.201 -8.498 -4.948  C30 1.094
10 H 0.264 0.112 6.391  C45 1.092
11 C 4.251 5.977 5.225  C27 1.538, C47 1.521, C93 1.320
12 H -1.381 0.351 3.167  N59 1.012
13 O -1.104 2.249 -5.028  C39 1.424, C67 1.416
14 H 2.990 2.724 5.454  C37 1.092
15 C -0.275 -1.334 -2.939  H48 1.094, H50 1.095, N70 1.462, C90 1.529
16 C 2.126 4.455 6.425  C21 1.535, C37 1.350, H79 1.095
17 H -0.674 -7.820 -6.473  C64 1.094
18 H 0.599 3.174 -5.778  C67 1.094
19 C -4.144 -4.284 -2.970  O35 1.419, C41 1.530, H66 1.094, H76 1.096
20 H 0.879 1.073 2.435  C83 1.097
21 C 2.138 5.990 6.393  C16 1.535, O24 1.189, C93 1.529
22 H 5.901 7.397 5.174  C47 1.099
23 H -2.403 -1.025 -2.488  C90 1.094
24 O 1.144 6.627 6.533  C21 1.189
25 O -0.539 1.742 5.470  C43 1.421, C45 1.418
26 H -0.634 -0.256 4.926  C45 1.092
27 C 3.665 4.719 4.561  C11 1.538, C37 1.531, O57 1.187
28 H -2.112 -5.843 -3.985  N71 1.012
29 H -2.310 2.447 3.632  C78 1.093
30 C -3.005 -7.849 -5.307  C5 1.519, H9 1.094, O63 1.425, H86 1.094
31 H 0.997 0.477 4.819  C45 1.093
32 H -1.915 1.911 -0.806  C87 1.092
33 H 1.025 -0.645 0.682  C61 1.094
34 H -2.084 -0.072 -4.416  C42 1.097
35 O -3.392 -3.324 -3.696  C19 1.419, C54 1.418
36 H -1.102 -2.817 1.731  C89 1.095
37 C 2.887 3.809 5.515  H14 1.092, C16 1.350, C27 1.531
38 H -2.490 -5.008 -1.833  C41 1.094
39 C -0.926 1.059 -5.791  O13 1.424, C42 1.519, H51 1.094, H58 1.094
40 H -2.447 1.197 -2.338  C87 1.092
41 C -3.312 -5.439 -2.410  H1 1.095, C19 1.530, H38 1.094, N71 1.462
42 C -1.118 -0.174 -4.925  H34 1.097, C39 1.519, N70 1.460, H81 1.095
43 C -0.309 2.594 4.355  O25 1.421, H65 1.095, C78 1.530, H91 1.094
44 H -4.440 -6.457 -4.591  C5 1.097
45 C 0.057 0.459 5.377  H10 1.092, O25 1.418, H26 1.092, H31 1.093
46 H -0.755 1.747 -2.117  C87 1.093
47 C 5.661 6.383 4.824  H6 1.104, C11 1.521, H22 1.099, C52 1.575
48 H 0.640 -1.406 -2.344  C15 1.094
49 C 7.742 5.915 6.345  H2 1.102, C52 1.566, H55 1.101, H62 1.099
50 H -0.411 -2.307 -3.423  C15 1.095
51 H -1.699 1.063 -6.564  C39 1.094
52 C 6.640 5.301 5.416  Br7 1.966, C47 1.575, C49 1.566, H53 1.102
53 H 6.038 4.634 6.055  C52 1.102
54 C -3.173 -3.645 -5.060  O35 1.418, H56 1.091, H75 1.092, H82 1.093
55 H 7.788 5.337 7.280  C49 1.101
56 H -3.071 -2.708 -5.610  C54 1.091
57 O 3.776 4.493 3.401  C27 1.187
58 H 0.044 1.044 -6.297  C39 1.094
59 N -1.244 1.096 2.498  H12 1.012, C78 1.462, C83 1.461
60 H -0.722 -6.329 -5.484  C64 1.094
61 C 0.130 -0.562 1.306  O4 1.431, H33 1.094, C83 1.518, H85 1.085
62 H 8.703 5.852 5.814  C49 1.099
63 O -2.544 -6.930 -6.293  C30 1.425, C64 1.417
64 C -1.132 -6.832 -6.365  H17 1.094, H60 1.094, O63 1.417, H92 1.090
65 H 0.739 2.546 4.041  C43 1.095
66 H -4.557 -3.744 -2.112  C19 1.094
67 C 0.090 2.984 -4.828  O13 1.416, H18 1.094, H72 1.090, H84 1.094
68 H -1.200 3.184 2.489  C78 1.095
69 H 0.064 1.544 0.929  C83 1.094
70 N -0.023 -0.330 -3.972  C15 1.462, C42 1.460, H73 1.012
71 N -2.710 -6.372 -3.362  C5 1.460, H28 1.012, C41 1.462
72 H -0.178 3.942 -4.384  C67 1.090
73 H 0.142 0.558 -3.514  N70 1.012
74 H -0.502 -3.042 3.383  C89 1.090
75 H -4.002 -4.210 -5.492  C54 1.092
76 H -5.006 -4.625 -3.553  C19 1.096
77 H -1.504 -1.974 -1.329  C90 1.095
78 C -1.302 2.369 3.214  H29 1.093, C43 1.530, N59 1.462, H68 1.095
79 H 1.556 3.887 7.168  C16 1.095
80 H -4.183 -7.847 -3.516  C5 1.094
81 H -1.159 -1.059 -5.567  C42 1.095
82 H -2.237 -4.194 -5.182  C54 1.093
83 C 0.014 0.872 1.791  H20 1.097, N59 1.461, C61 1.518, H69 1.094
84 H 0.768 2.464 -4.143  C67 1.094
85 H -0.721 -0.843 0.695  C61 1.085
86 H -3.749 -8.486 -5.794  C30 1.094
87 C -1.613 1.270 -1.637  O8 1.418, H32 1.092, H40 1.092, H46 1.093
88 H -1.645 -1.731 3.047  C89 1.095
89 C -0.798 -2.296 2.645  O4 1.414, H36 1.095, H74 1.090, H88 1.095
90 C -1.438 -1.093 -1.976  O8 1.421, C15 1.529, H23 1.094, H77 1.095
91 H -0.461 3.611 4.729  C43 1.094
92 H -0.884 -6.240 -7.245  C64 1.090
93 C 3.511 6.603 6.121  H3 1.093, C11 1.320, C21 1.529

Löwdin population analysis, charges in e, atoms 1 to 4: 0.1182, 0.0713, 0.1311, -0.1934